Entry 1:
A cluster of 9 separate species, C40H95N3O14 in total, computed with ωB97M-V/def2-TZVPD.

Kohn-Sham gap = 8.6585 eV
net charge = 0
spin multiplicity = 1
SMILES = CC1(C)CCCC(C)(C)N1O.CC1(C)CCCC(C)(C)N1O.CC1(C)CCCC(C)(C)N1O.CC(C)O.OCCO.OCCO.OCCO.OCCO.OCCO
molecular weight = 842.21 g/mol

Atoms and positions in Å:
C (2.363, -0.179, -2.691)
C (1.696, -1.355, -3.374)
C (0.999, -0.863, -4.598)
C (0.584, -2.003, -5.503)
C (1.792, -2.839, -5.916)
C (2.466, -3.417, -4.676)
N (2.777, -2.268, -3.789)
O (3.396, -2.871, -2.600)
C (1.610, -4.560, -4.010)
C (3.819, -3.998, -5.206)
C (0.694, -2.035, -2.384)
H (3.087, -0.513, -1.901)
H (1.601, 0.559, -2.382)
H (2.966, 0.394, -3.390)
H (0.085, -0.311, -4.269)
H (1.700, -0.280, -5.126)
H (0.107, -1.585, -6.410)
H (-0.140, -2.687, -5.039)
H (2.546, -2.149, -6.333)
H (1.501, -3.661, -6.566)
H (1.894, -4.569, -2.967)
H (0.565, -4.354, -4.009)
H (1.873, -5.499, -4.492)
H (4.453, -4.494, -4.486)
H (3.551, -4.668, -6.039)
H (4.356, -3.114, -5.548)
H (1.243, -2.330, -1.533)
H (0.339, -2.925, -2.943)
H (-0.098, -1.313, -2.202)
H (4.308, -2.614, -2.690)
C (1.992, 5.631, -1.307)
C (2.926, 5.015, -0.128)
C (4.062, 5.948, 0.257)
C (3.594, 7.127, 1.146)
C (2.963, 6.586, 2.376)
C (1.775, 5.701, 2.041)
N (2.249, 4.598, 1.160)
O (1.133, 3.831, 0.842)
C (1.299, 5.021, 3.358)
C (0.544, 6.557, 1.497)
C (3.423, 3.667, -0.741)
H (1.089, 4.971, -1.317)
H (2.551, 5.547, -2.224)
H (1.714, 6.647, -1.190)
H (4.838, 5.443, 0.841)
H (4.517, 6.453, -0.645)
H (2.857, 7.741, 0.634)
H (4.488, 7.708, 1.284)
H (2.488, 7.367, 2.984)
H (3.681, 6.079, 3.054)
H (0.369, 4.468, 3.191)
H (2.058, 4.245, 3.558)
H (1.132, 5.821, 4.101)
H (0.589, 7.157, 0.607)
H (-0.177, 5.752, 1.251)
H (0.237, 7.152, 2.378)
H (4.116, 3.255, -0.037)
H (3.974, 3.754, -1.680)
H (2.530, 3.094, -0.813)
H (1.244, 2.994, 1.304)
C (-5.547, 0.430, -0.051)
C (-4.846, 0.878, -1.403)
C (-5.417, 2.202, -1.957)
C (-4.616, 2.865, -3.065)
C (-3.288, 3.125, -2.464)
C (-2.570, 1.866, -1.876)
N (-3.455, 1.162, -0.956)
O (-2.831, -0.103, -0.539)
C (-2.058, 0.936, -3.043)
C (-1.274, 2.290, -1.071)
C (-4.868, -0.269, -2.359)
H (-5.132, -0.595, 0.110)
H (-6.615, 0.394, -0.228)
H (-5.091, 1.113, 0.675)
H (-6.481, 2.001, -2.155)
H (-5.482, 2.955, -1.181)
H (-5.065, 3.832, -3.479)
H (-4.507, 2.175, -3.957)
H (-3.379, 3.834, -1.649)
H (-2.576, 3.490, -3.163)
H (-1.013, 1.124, -3.315)
H (-2.036, 0.028, -2.507)
H (-2.586, 0.933, -3.981)
H (-0.523, 2.693, -1.742)
H (-1.607, 3.026, -0.321)
H (-0.851, 1.425, -0.552)
H (-4.623, -0.026, -3.396)
H (-5.851, -0.737, -2.396)
H (-4.171, -1.059, -2.042)
H (-2.512, 0.114, 0.369)
C (1.260, -4.414, 5.101)
C (1.988, -3.102, 4.930)
C (3.317, -3.160, 5.700)
O (2.289, -2.864, 3.581)
H (1.916, -5.292, 4.828)
H (0.345, -4.512, 4.570)
H (1.027, -4.507, 6.226)
H (1.407, -2.275, 5.329)
H (4.003, -2.453, 5.274)
H (3.840, -4.140, 5.663)
H (3.236, -2.772, 6.672)
H (2.637, -3.649, 3.178)
C (1.546, -7.248, 1.419)
C (2.183, -5.863, 1.144)
O (3.146, -5.527, 2.078)
O (0.233, -7.301, 1.986)
H (2.205, -7.833, 2.093)
H (1.557, -7.715, 0.495)
H (1.486, -5.054, 1.144)
H (2.609, -5.970, 0.167)
H (3.871, -6.137, 2.058)
H (-0.300, -6.894, 1.281)
C (-2.150, 3.866, 2.461)
C (-3.367, 3.949, 1.481)
O (-4.610, 3.701, 2.166)
O (-2.386, 2.937, 3.466)
H (-2.007, 4.847, 2.939)
H (-1.278, 3.699, 1.784)
H (-3.271, 3.054, 0.905)
H (-3.293, 4.802, 0.755)
H (-4.945, 4.581, 2.403)
H (-3.357, 2.867, 3.542)
C (-2.851, -1.199, 2.754)
C (-2.589, -1.802, 4.108)
O (-1.567, -2.804, 4.105)
O (-1.812, -0.364, 2.223)
H (-3.684, -0.534, 2.895)
H (-3.208, -1.870, 1.990)
H (-3.465, -2.142, 4.619)
H (-2.150, -0.989, 4.692)
H (-1.738, -3.402, 3.361)
H (-0.906, -0.872, 2.162)
C (-1.940, -3.931, -0.231)
C (-2.984, -5.008, -0.083)
O (-2.504, -6.285, 0.303)
O (-1.548, -3.343, 1.038)
H (-2.315, -3.130, -0.920)
H (-1.106, -4.427, -0.739)
H (-3.540, -5.160, -1.051)
H (-3.798, -4.655, 0.641)
H (-2.530, -6.532, 1.260)
H (-0.761, -2.835, 0.811)
C (1.586, -0.843, 1.185)
C (1.838, 0.345, 2.095)
O (0.790, 1.305, 2.052)
O (0.561, -1.755, 1.714)
H (2.397, -1.505, 0.996)
H (1.271, -0.424, 0.202)
H (2.792, 0.801, 1.783)
H (2.019, -0.079, 3.065)
H (0.075, 1.072, 2.649)
H (1.010, -2.186, 2.487)

Entry 2:
A structure of composition C40H96AsBF10N5O3, computed with ωB97M-V/def2-TZVPD.

ΔE to the lowest compared entry with this formula, charge and spin = 3716.53 kJ/mol
Kohn-Sham gap = 7.5667 eV
net charge = +3
spin multiplicity = 1
molecular weight = 970.95 g/mol

Atoms and positions in Å:
As (0.600, 1.123, 1.243)
F (0.553, -0.674, 1.428)
F (0.322, 1.140, -0.523)
F (0.564, 2.890, 1.269)
F (0.895, 1.384, 3.047)
F (2.386, 1.134, 0.920)
F (-1.146, 1.249, 1.418)
C (-0.527, -0.084, 6.480)
C (-0.419, -1.002, 5.256)
N (1.010, -1.457, 4.958)
C (1.974, -0.246, 4.656)
C (1.663, -2.214, 6.227)
C (0.896, -3.387, 6.798)
C (1.046, -2.449, 3.753)
C (2.413, -2.860, 3.054)
O (2.846, -1.744, 2.342)
C (3.816, -1.957, 1.406)
H (-1.398, 0.568, 6.415)
H (0.388, 0.477, 6.670)
H (-0.746, -0.477, 7.473)
H (-0.850, -0.516, 4.381)
H (-0.965, -1.926, 5.448)
H (1.375, 0.430, 4.045)
H (2.941, -0.453, 4.197)
H (2.184, 0.134, 5.655)
H (1.768, -1.437, 6.985)
H (2.669, -2.481, 5.904)
H (0.559, -3.953, 5.929)
H (-0.024, -3.076, 7.294)
H (1.463, -4.179, 7.288)
H (0.468, -1.943, 2.980)
H (0.540, -3.376, 4.022)
H (2.313, -3.697, 2.362)
H (3.088, -3.250, 3.816)
H (4.765, -2.172, 1.897)
H (3.910, -1.115, 0.719)
H (3.515, -2.806, 0.793)
C (-2.231, -0.346, -1.130)
C (-3.649, 0.124, -0.706)
N (-3.688, 1.605, -0.295)
C (-5.196, 1.798, 0.151)
C (-2.979, 1.940, 1.068)
C (-3.423, 1.084, 2.344)
C (-3.284, 2.575, -1.477)
C (-3.208, 4.090, -1.104)
O (-4.403, 4.433, -0.526)
C (-4.673, 5.772, -0.213)
H (-1.742, -0.884, -0.318)
H (-1.574, 0.403, -1.571)
H (-2.302, -1.187, -1.821)
H (-3.946, -0.559, 0.090)
H (-4.386, -0.038, -1.492)
H (-5.775, 1.643, -0.759)
H (-5.405, 2.789, 0.552)
H (-5.511, 1.087, 0.915)
H (-3.168, 3.002, 1.223)
H (-1.979, 1.726, 0.690)
H (-3.172, 0.067, 2.041)
H (-4.473, 1.142, 2.631)
H (-2.763, 1.302, 3.183)
H (-3.903, 2.286, -2.327)
H (-2.258, 2.274, -1.686)
H (-3.009, 4.717, -1.973)
H (-2.463, 4.295, -0.335)
H (-4.167, 6.290, 0.601)
H (-5.731, 5.682, 0.036)
H (-4.599, 6.477, -1.041)
C (-1.325, 1.014, -6.126)
C (-0.981, 0.527, -4.678)
N (0.478, 0.371, -4.344)
C (1.204, 1.717, -4.067)
C (0.748, -0.500, -3.105)
C (-0.145, -0.208, -1.834)
C (1.202, -0.281, -5.596)
C (0.981, -1.735, -5.890)
O (-0.341, -2.136, -5.953)
C (-0.559, -3.589, -5.892)
H (-2.364, 1.318, -6.258)
H (-1.248, 0.326, -6.968)
H (-0.768, 1.936, -6.289)
H (-1.365, -0.469, -4.454)
H (-1.401, 1.254, -3.983)
H (2.133, 1.645, -3.500)
H (0.694, 2.253, -3.266)
H (1.423, 2.367, -4.914)
H (1.799, -0.517, -2.817)
H (0.343, -1.473, -3.383)
H (-0.274, 0.864, -1.688)
H (0.219, -0.580, -0.876)
H (-1.186, -0.521, -1.918)
H (2.259, -0.237, -5.332)
H (1.057, 0.426, -6.413)
H (1.518, -2.263, -5.103)
H (1.571, -1.977, -6.774)
H (-0.269, -4.046, -4.945)
H (-0.046, -4.006, -6.758)
H (-1.613, -3.790, -6.081)
C (-3.166, -1.515, 1.855)
C (-1.698, -1.660, 1.290)
C (-1.520, -2.910, 0.410)
N (-0.047, -3.356, 0.113)
C (0.807, -2.181, -0.415)
C (0.619, -4.007, 1.343)
C (0.230, -5.505, 1.219)
C (-0.412, -5.763, -0.124)
C (-0.199, -4.449, -0.850)
H (-3.113, -0.791, 2.667)
H (-3.750, -2.361, 2.216)
H (-3.794, -1.168, 1.035)
H (-0.979, -1.710, 2.107)
H (-1.372, -0.822, 0.674)
H (-1.958, -2.737, -0.572)
H (-2.046, -3.735, 0.891)
H (1.109, -1.468, 0.352)
H (0.329, -1.676, -1.255)
H (1.766, -2.608, -0.707)
H (1.681, -3.966, 1.104)
H (0.448, -3.576, 2.329)
H (1.078, -6.165, 1.403)
H (-0.503, -5.747, 1.987)
H (0.179, -6.568, -0.560)
H (-1.435, -6.134, -0.053)
H (0.795, -4.438, -1.297)
H (-0.869, -4.209, -1.675)
C (3.022, -1.149, -0.331)
C (3.688, 0.207, -0.605)
C (2.746, 1.196, -1.321)
N (3.348, 2.558, -1.586)
C (4.648, 2.471, -2.444)
C (3.539, 3.338, -0.217)
C (2.700, 4.612, -0.348)
C (2.441, 4.788, -1.870)
C (2.294, 3.376, -2.342)
H (2.483, -1.537, -1.195)
H (2.248, -1.037, 0.428)
H (3.734, -1.863, 0.081)
H (4.496, 0.040, -1.318)
H (4.020, 0.605, 0.354)
H (1.897, 1.372, -0.660)
H (2.363, 0.878, -2.290)
H (5.433, 1.941, -1.905)
H (4.969, 3.500, -2.605)
H (4.425, 1.981, -3.392)
H (4.590, 3.478, 0.032)
H (3.131, 2.714, 0.578)
H (3.242, 5.427, 0.133)
H (1.773, 4.483, 0.210)
H (3.277, 5.332, -2.309)
H (1.525, 5.342, -2.078)
H (2.416, 3.281, -3.421)
H (1.308, 3.022, -2.042)
B (-1.925, 4.400, 2.271)
F (-1.043, 5.377, 2.751)
F (-2.468, 3.762, 3.350)
F (-2.856, 4.970, 1.409)
F (-1.185, 3.481, 1.643)

Entry 3:
A cluster of 10 separate species, C40H96F12N6O24S4 in total, computed with ωB97M-V/def2-TZVPD.

Kohn-Sham gap = 10.5125 eV
net charge = +2
spin multiplicity = 1
molecular weight = 1401.47 g/mol

Atoms and positions in Å:
C (14.911, 19.541, 10.298)
O (15.362, 20.241, 11.449)
C (16.018, 19.425, 12.397)
C (16.438, 20.364, 13.521)
N (17.080, 21.693, 13.080)
H (16.332, 22.292, 12.776)
H (17.536, 22.136, 13.956)
C (18.145, 21.577, 11.992)
C (17.719, 22.030, 10.590)
O (17.703, 23.450, 10.432)
C (18.931, 24.159, 10.765)
H (15.743, 19.122, 9.816)
H (14.535, 20.248, 9.586)
H (14.157, 18.802, 10.482)
H (16.884, 18.908, 11.946)
H (15.287, 18.663, 12.728)
H (17.164, 19.949, 14.215)
H (15.551, 20.549, 14.073)
H (18.447, 20.540, 11.941)
H (19.042, 22.124, 12.307)
H (16.643, 21.902, 10.364)
H (18.231, 21.492, 9.745)
H (19.193, 24.157, 11.806)
H (18.758, 25.256, 10.460)
H (19.608, 23.671, 10.111)
C (16.155, 28.213, 18.547)
O (15.528, 27.014, 18.931)
C (16.263, 25.900, 18.398)
C (15.816, 24.737, 19.257)
N (16.191, 25.094, 20.649)
H (16.272, 26.144, 20.627)
H (15.460, 24.747, 21.316)
C (17.598, 24.574, 21.017)
C (18.149, 25.480, 22.100)
O (18.286, 26.744, 21.429)
C (18.744, 27.652, 22.467)
H (17.086, 28.382, 19.072)
H (15.434, 29.051, 18.765)
H (16.399, 28.141, 17.441)
H (17.337, 26.119, 18.400)
H (16.161, 25.698, 17.317)
H (16.330, 23.872, 19.002)
H (14.805, 24.399, 19.137)
H (18.169, 24.636, 20.079)
H (17.532, 23.559, 21.327)
H (19.064, 25.039, 22.507)
H (17.501, 25.586, 23.012)
H (18.148, 27.633, 23.361)
H (18.936, 28.636, 21.993)
H (19.751, 27.327, 22.819)
C (7.825, 19.187, 16.613)
O (9.056, 19.185, 17.280)
C (9.059, 18.377, 18.444)
C (10.476, 17.685, 18.526)
N (11.510, 18.801, 18.409)
H (12.277, 18.421, 17.870)
H (11.154, 19.525, 17.785)
C (12.113, 19.380, 19.652)
C (12.898, 18.404, 20.437)
O (13.890, 17.952, 19.505)
C (15.151, 17.897, 20.048)
H (8.015, 19.637, 15.623)
H (7.107, 19.744, 17.202)
H (7.429, 18.166, 16.503)
H (8.210, 17.645, 18.372)
H (8.955, 19.044, 19.356)
H (10.534, 17.021, 17.695)
H (10.588, 17.220, 19.498)
H (11.265, 19.855, 20.141)
H (12.688, 20.249, 19.309)
H (12.283, 17.586, 20.811)
H (13.418, 18.825, 21.244)
H (15.110, 17.285, 20.999)
H (15.340, 18.900, 20.413)
H (15.789, 17.467, 19.329)
C (7.785, 22.246, 19.972)
O (9.031, 21.582, 20.297)
C (9.631, 22.125, 21.466)
C (10.217, 23.458, 21.279)
N (11.165, 23.393, 20.115)
H (11.988, 22.708, 20.337)
H (10.710, 22.941, 19.325)
C (11.802, 24.716, 19.662)
C (10.657, 25.529, 19.111)
O (9.575, 24.766, 18.632)
C (9.011, 25.333, 17.439)
H (7.582, 22.020, 18.913)
H (7.806, 23.338, 20.275)
H (7.059, 21.763, 20.622)
H (10.452, 21.418, 21.706)
H (8.969, 22.266, 22.298)
H (10.847, 23.657, 22.124)
H (9.509, 24.318, 21.171)
H (12.496, 24.411, 18.846)
H (12.423, 25.137, 20.448)
H (11.070, 26.259, 18.335)
H (10.253, 26.132, 19.892)
H (8.057, 24.873, 17.216)
H (9.700, 25.162, 16.599)
H (8.738, 26.385, 17.646)
C (18.561, 17.328, 15.135)
O (17.203, 17.046, 14.957)
C (16.260, 17.698, 15.782)
C (15.523, 16.689, 16.656)
N (15.043, 15.559, 15.884)
H (14.248, 15.830, 15.224)
H (15.823, 15.159, 15.284)
C (14.663, 14.340, 16.735)
C (15.944, 13.542, 16.929)
O (16.529, 13.240, 15.761)
C (17.800, 12.656, 15.801)
H (18.721, 18.362, 14.738)
H (19.095, 16.617, 14.546)
H (18.797, 17.350, 16.153)
H (15.649, 18.377, 15.185)
H (16.747, 18.430, 16.452)
H (14.747, 17.198, 17.265)
H (16.325, 16.299, 17.285)
H (13.928, 13.831, 16.116)
H (14.155, 14.669, 17.634)
H (15.653, 12.649, 17.467)
H (16.733, 14.122, 17.426)
H (17.661, 11.628, 16.111)
H (18.464, 13.050, 16.550)
H (18.140, 12.805, 14.787)
C (7.959, 22.841, 13.102)
O (9.266, 22.965, 12.486)
C (9.947, 21.718, 12.812)
C (11.116, 21.579, 11.911)
N (12.220, 22.549, 12.376)
H (11.663, 23.433, 12.433)
H (12.547, 22.462, 13.389)
C (13.316, 22.739, 11.317)
C (14.127, 23.976, 11.617)
O (14.674, 23.796, 12.909)
C (15.237, 25.067, 13.388)
H (7.986, 22.692, 14.180)
H (7.307, 22.138, 12.603)
H (7.441, 23.797, 12.928)
H (9.252, 20.895, 12.674)
H (10.173, 21.681, 13.924)
H (10.843, 22.016, 10.909)
H (11.562, 20.573, 11.728)
H (12.880, 22.961, 10.402)
H (13.825, 21.789, 11.456)
H (13.474, 24.844, 11.669)
H (14.859, 24.023, 10.818)
H (14.530, 25.870, 13.470)
H (16.029, 25.350, 12.709)
H (15.669, 24.870, 14.362)
C (14.025, 22.224, 23.635)
F (13.063, 22.972, 24.173)
F (15.119, 22.552, 24.342)
F (13.721, 20.932, 23.779)
S (14.243, 22.579, 21.842)
O (14.107, 23.989, 21.825)
O (15.513, 22.027, 21.402)
O (12.998, 21.919, 21.290)
C (11.720, 18.482, 13.849)
F (11.125, 18.045, 12.721)
F (12.808, 19.154, 13.412)
F (10.933, 19.337, 14.510)
S (12.144, 17.094, 14.987)
O (10.809, 16.553, 15.265)
O (12.937, 16.167, 14.165)
O (12.915, 17.853, 15.976)
C (13.766, 21.858, 16.638)
F (14.197, 22.287, 17.873)
F (14.554, 22.404, 15.687)
F (13.934, 20.486, 16.567)
S (12.093, 22.423, 16.430)
O (11.345, 21.719, 17.485)
O (12.207, 23.827, 16.636)
O (11.901, 21.896, 15.104)
C (19.836, 22.989, 17.222)
F (20.132, 21.654, 17.130)
F (19.592, 23.247, 18.552)
F (20.899, 23.761, 16.904)
S (18.307, 23.073, 16.177)
O (17.566, 21.896, 16.543)
O (17.708, 24.318, 16.572)
O (18.737, 22.977, 14.763)

| no. | strongest force on any atom (eV/A) | lowest unoccupied orbital energy (eV) | HOMO level (hartree) |
| --- | --- | --- | --- |
| 1 | 2.77 | 0.4 | -0.304 |
| 2 | 10.71 | -7.1 | -0.540 |
| 3 | 4.22 | -3.0 | -0.497 |